# 1
Below is a cluster of 6 separate species, C38H44Br2NO4S2 in total at a distorted geometry, with properties calculated with ωB97M-V/def2-TZVPD.

Results
E_tot, eV: -211548.503
LUMO energy, eV: 1.9
Net charge: -1
HOMO level, eV: -5.475
Orbital gap, eV: 7.374

CARTESIAN COORDINATES (ANGSTROEM)
C  3.832  -1.360  0.866
C  2.752  -1.850  -0.299
C  2.108  -0.482  -0.930
C  2.096  -0.405  -2.567
C  1.432  1.083  -2.946
S  3.818  -0.394  -3.355
O  4.621  -1.713  -3.085
O  3.556  -0.394  -4.912
N  4.684  1.026  -2.823
S  6.302  1.104  -3.474
O  6.457  0.512  -4.905
O  7.379  0.374  -2.587
C  6.763  2.956  -3.534
Br  8.081  3.601  -2.156
C  6.174  3.889  -4.563
C  6.635  5.465  -4.611
Br  4.811  3.290  -5.937
H  3.250  -0.541  1.510
H  4.210  -2.231  1.550
H  4.712  -0.799  0.287
H  3.206  -2.596  -1.077
H  1.894  -2.425  0.287
H  2.599  0.488  -0.483
H  0.968  -0.457  -0.584
H  1.392  -1.209  -3.064
H  2.235  1.809  -3.444
H  1.112  1.630  -1.940
H  0.552  0.978  -3.716
H  6.427  6.034  -3.594
H  7.802  5.476  -4.862
H  6.095  6.094  -5.461
C  -1.976  -3.895  0.266
C  -1.400  -2.628  0.177
C  -1.092  -1.918  1.336
C  -1.351  -2.479  2.587
C  -1.924  -3.748  2.677
C  -2.241  -4.454  1.517
H  -2.220  -4.447  -0.638
H  -1.192  -2.194  -0.798
H  -0.649  -0.928  1.266
H  -1.106  -1.928  3.491
H  -2.124  -4.186  3.651
H  -2.692  -5.440  1.587
C  1.519  5.742  -1.411
C  2.023  5.898  -2.702
C  3.320  5.480  -3.001
C  4.110  4.897  -2.010
C  3.604  4.737  -0.720
C  2.311  5.163  -0.419
H  0.510  6.071  -1.178
H  1.405  6.347  -3.476
H  3.714  5.608  -4.006
H  5.118  4.566  -2.244
H  4.220  4.280  0.051
H  1.920  5.044  0.587
C  -1.427  0.640  7.126
C  -1.806  -0.263  6.133
C  -2.189  -1.559  6.477
C  -2.203  -1.949  7.816
C  -1.828  -1.045  8.810
C  -1.436  0.248  8.465
H  -1.126  1.649  6.857
H  -1.802  0.044  5.090
H  -2.477  -2.264  5.702
H  -2.506  -2.958  8.085
H  -1.840  -1.349  9.853
H  -1.139  0.951  9.238
C  -2.126  -0.180  -5.130
C  -2.290  -0.743  -3.865
C  -3.529  -0.680  -3.228
C  -4.608  -0.063  -3.861
C  -4.445  0.497  -5.128
C  -3.203  0.443  -5.761
H  -1.159  -0.226  -5.624
H  -1.451  -1.231  -3.374
H  -3.655  -1.114  -2.239
H  -5.575  -0.018  -3.367
H  -5.286  0.978  -5.622
H  -3.075  0.884  -6.745
C  -7.624  -3.982  4.633
C  -7.862  -4.306  3.298
C  -6.872  -4.089  2.340
C  -5.640  -3.557  2.719
C  -5.400  -3.237  4.055
C  -6.393  -3.445  5.012
H  -8.397  -4.148  5.379
H  -8.820  -4.727  3.004
H  -7.061  -4.335  1.298
H  -4.866  -3.393  1.973
H  -4.439  -2.824  4.351
H  -6.208  -3.191  6.052



# 2
Below is a structure of composition C38H44BrN3O2P2ReSi2, with properties calculated with ωB97M-V/def2-TZVPD.

Results
2S+1: 2
E_tot, eV: -155195.234
LUMO energy (alpha / beta), eV: 0.1 / 0.1
HOMO level (alpha / beta), eV: -6.975 / -6.666
Relative energy (zero: lowest compared OMol25 entry of this formula, charge and spin), kcal per mole: 13.11
Orbital gap (alpha / beta), eV: 7.063 / 6.746

CARTESIAN COORDINATES (ANGSTROEM)
Re  -0.081  0.349  -1.513
C  -3.038  3.334  -1.445
Si  -1.637  3.141  -0.236
C  -0.229  4.310  -0.593
C  -2.198  3.672  1.477
N  -1.110  1.453  -0.155
P  -1.723  0.146  0.647
C  -0.812  -1.123  0.017
P  0.770  -1.448  0.466
N  1.582  -0.309  -0.433
Si  3.075  0.586  -0.304
C  4.551  -0.565  -0.105
C  3.362  1.660  -1.803
C  2.972  1.796  1.125
C  1.176  -3.151  -0.026
C  0.250  -3.875  -0.771
C  0.542  -5.169  -1.180
C  1.759  -5.745  -0.848
C  2.678  -5.037  -0.085
C  2.382  -3.749  0.335
C  1.208  -1.543  2.233
C  0.242  -2.127  3.055
C  0.476  -2.288  4.409
C  1.681  -1.871  4.961
C  2.654  -1.309  4.149
C  2.421  -1.153  2.788
C  -1.654  0.434  2.432
C  -2.565  -0.144  3.312
C  -2.405  0.017  4.682
C  -1.333  0.746  5.175
C  -0.414  1.315  4.302
C  -0.574  1.158  2.935
C  -3.478  -0.083  0.258
C  -4.476  0.745  0.770
C  -5.798  0.564  0.393
C  -6.134  -0.447  -0.497
C  -5.149  -1.284  -0.998
C  -3.826  -1.108  -0.616
H  -3.298  4.390  -1.548
H  -3.928  2.796  -1.111
H  -2.751  2.962  -2.428
H  -0.548  5.326  -0.345
H  0.085  4.289  -1.632
H  0.632  4.079  0.040
H  -2.639  4.668  1.387
H  -1.343  3.754  2.151
H  -2.932  3.031  1.962
H  5.089  -0.648  -1.051
H  4.255  -1.575  0.175
H  5.252  -0.195  0.646
H  2.471  2.230  -2.071
H  3.701  1.096  -2.673
H  4.146  2.377  -1.546
H  2.660  1.346  2.067
H  2.256  2.584  0.877
H  3.944  2.272  1.281
H  -0.692  -3.402  -1.020
H  -0.181  -5.726  -1.763
H  1.988  -6.752  -1.171
H  3.619  -5.494  0.194
H  3.089  -3.216  0.957
H  -0.697  -2.451  2.623
H  -0.285  -2.732  5.037
H  1.861  -1.991  6.021
H  3.600  -0.996  4.571
H  3.198  -0.729  2.170
H  -3.402  -0.714  2.928
H  -3.120  -0.426  5.363
H  -1.209  0.869  6.243
H  0.427  1.877  4.687
H  0.139  1.596  2.246
H  -4.229  1.530  1.473
H  -6.565  1.213  0.796
H  -7.166  -0.585  -0.793
H  -5.409  -2.080  -1.684
H  -3.046  -1.762  -0.981
Br  2.480  -2.361  -2.836
C  2.167  -0.809  -3.852
C  2.887  -0.712  -5.036
C  2.665  0.368  -5.865
C  1.727  1.304  -5.469
C  1.080  1.137  -4.263
N  1.285  0.092  -3.429
C  0.127  2.217  -3.808
O  -0.231  3.083  -4.577
O  -0.175  2.135  -2.551
H  3.593  -1.490  -5.283
H  3.204  0.469  -6.796
H  1.474  2.178  -6.051
C  -1.384  -0.483  -2.966
H  -1.111  -0.351  -4.017
H  -2.329  0.054  -2.802
H  -1.582  -1.543  -2.794



# 3
Below is a cluster of 11 separate species, C38H44F10N3O32PS2 in total at a distorted geometry, with properties calculated with ωB97M-V/def2-TZVPD.

Results
E_tot, eV: -168242.575
Structure (SMILES): CCCN[C@H](C#N)[C@@](C#N)([PH2]=S)S(C)(=O)=O.O=C1OC[C@@H](F)O1.O=C1OC[C@@H](F)O1.O=C1OC[C@@H](F)O1.O=C1OC[C@@H](F)O1.O=C1OC[C@@H](F)O1.O=C1OC[C@@H](F)O1.O=C1OC[C@@H](F)O1.O=C1OC[C@@H](F)O1.O=C1OC[C@@H](F)O1.O=C1OC[C@@H](F)O1
LUMO energy, eV: 0.1
HOMO level, eV: -9.279
Orbital gap, eV: 9.339

CARTESIAN COORDINATES (ANGSTROEM)
C  5.943  -0.020  3.483
C  6.173  0.752  2.153
C  4.848  1.312  1.503
N  3.933  0.173  1.353
C  2.584  0.527  0.930
C  2.486  1.846  0.149
N  2.473  2.936  -0.094
C  1.521  0.501  2.084
C  0.138  0.609  1.514
N  -0.872  0.649  1.021
P  1.629  -1.255  2.840
S  1.552  -2.668  1.507
S  1.837  1.660  3.475
C  1.951  3.389  2.988
O  0.671  1.549  4.342
O  2.988  1.246  4.256
H  4.968  -0.520  3.556
H  6.713  -0.821  3.532
H  6.157  0.627  4.355
H  6.586  0.045  1.399
H  6.918  1.558  2.260
H  5.177  1.744  0.533
H  4.482  2.084  2.200
H  4.283  -0.483  0.660
H  2.265  -0.259  0.212
H  0.635  -1.428  3.856
H  2.877  -1.259  3.523
H  1.088  3.759  2.414
H  2.854  3.570  2.370
H  2.119  3.978  3.921
C  -4.931  2.574  1.099
C  -4.375  1.561  2.055
O  -5.336  0.509  1.996
C  -5.872  0.570  0.739
O  -6.503  -0.305  0.240
O  -5.587  1.747  0.133
F  -4.337  2.045  3.320
H  -5.662  3.236  1.568
H  -4.154  3.178  0.635
H  -3.391  1.173  1.780
C  -5.512  2.378  -4.477
C  -4.894  1.146  -3.879
O  -3.856  1.673  -3.073
C  -4.271  2.911  -2.687
O  -3.788  3.525  -1.796
O  -5.317  3.341  -3.439
F  -4.345  0.347  -4.821
H  -4.997  2.707  -5.382
H  -6.569  2.251  -4.701
H  -5.576  0.557  -3.260
C  -3.276  -1.949  3.045
C  -3.691  -2.869  4.158
O  -2.457  -3.468  4.538
C  -1.498  -2.551  4.255
O  -0.379  -2.583  4.671
O  -1.957  -1.580  3.440
F  -4.528  -3.834  3.717
H  -3.237  -2.453  2.077
H  -3.918  -1.075  2.959
H  -4.135  -2.366  5.020
C  -1.756  -1.767  -5.280
C  -0.971  -2.142  -4.057
O  0.305  -2.486  -4.586
C  0.443  -1.738  -5.722
O  1.475  -1.559  -6.284
O  -0.741  -1.218  -6.126
F  -1.493  -3.234  -3.450
H  -2.210  -2.630  -5.770
H  -2.529  -1.037  -5.074
H  -0.859  -1.336  -3.328
C  -0.073  0.388  -8.722
C  -1.383  0.215  -9.438
O  -1.700  1.537  -9.834
C  -0.505  2.182  -9.998
O  -0.374  3.209  -10.573
O  0.512  1.487  -9.424
F  -2.351  -0.235  -8.601
H  -0.201  0.654  -7.673
H  0.558  -0.496  -8.783
H  -1.335  -0.428  -10.319
C  5.374  6.906  -0.223
C  4.840  5.679  0.463
O  4.953  6.009  1.835
C  4.837  7.370  1.908
O  4.620  7.970  2.905
O  4.996  7.943  0.683
F  5.618  4.596  0.210
H  6.461  6.887  -0.323
H  4.933  7.062  -1.205
H  3.800  5.446  0.226
C  2.783  4.534  8.026
C  3.794  5.214  7.143
O  3.192  5.135  5.864
C  1.845  5.124  6.078
O  1.035  5.329  5.235
O  1.552  4.854  7.375
F  4.965  4.534  7.120
H  2.912  3.450  8.048
H  2.797  4.912  9.047
H  3.983  6.260  7.394
C  -6.029  -3.353  -1.384
C  -6.954  -3.222  -2.562
O  -6.260  -2.317  -3.404
C  -4.933  -2.501  -3.145
O  -4.058  -2.106  -3.845
O  -4.744  -3.189  -1.993
F  -8.135  -2.666  -2.203
H  -6.185  -2.565  -0.643
H  -6.111  -4.320  -0.893
H  -7.138  -4.154  -3.099
C  1.113  -6.601  -5.522
C  2.185  -6.074  -6.426
O  1.633  -6.246  -7.716
C  0.279  -6.158  -7.553
O  -0.491  -5.990  -8.436
O  -0.075  -6.280  -6.238
F  3.313  -6.822  -6.331
H  1.173  -7.683  -5.386
H  1.122  -6.122  -4.544
H  2.427  -5.020  -6.269
C  1.116  -4.423  6.321
C  0.751  -5.349  7.447
O  1.996  -5.921  7.803
C  2.945  -4.984  7.498
O  4.059  -5.007  7.899
O  2.440  -4.020  6.683
F  -0.079  -6.337  7.025
H  1.142  -4.929  5.354
H  0.454  -3.572  6.252
H  0.315  -4.853  8.317



# 4
Below is a structure of composition C38H44F6N6O5PPbS4Sb at a distorted geometry, with properties calculated with ωB97M-V/def2-TZVPD.

Results
E_tot, eV: -140023.729
LUMO energy, eV: 3.8
Net charge: -2
HOMO level, eV: -2.113
Relative energy (zero: lowest compared OMol25 entry of this formula, charge and spin), kcal per mole: 47.03
Orbital gap, eV: 5.908

CARTESIAN COORDINATES (ANGSTROEM)
Pb  -1.789  -0.137  -0.676
O  0.068  0.912  4.469
S  -0.225  1.838  2.111
O  -1.234  2.558  2.841
N  -0.473  1.890  0.525
C  -0.738  3.169  -0.030
C  -0.180  4.357  0.431
C  -0.394  5.604  -0.177
C  -1.180  5.727  -1.279
C  -1.811  4.574  -1.785
C  -2.658  4.647  -2.918
C  -3.292  3.543  -3.385
C  -3.090  2.331  -2.702
N  -2.297  2.220  -1.665
C  -1.619  3.305  -1.173
C  1.403  2.483  2.398
C  2.347  2.382  1.387
C  3.644  2.795  1.645
C  3.973  3.319  2.889
C  3.008  3.429  3.884
C  1.714  2.993  3.649
H  0.447  4.335  1.301
H  0.090  6.479  0.244
H  -1.342  6.683  -1.764
H  -2.790  5.613  -3.395
H  -3.933  3.562  -4.257
H  -3.605  1.432  -3.029
H  2.066  1.980  0.423
H  4.403  2.687  0.879
H  4.992  3.633  3.088
H  3.271  3.833  4.855
H  0.954  2.999  4.421
O  -3.704  -1.383  -1.505
N  -4.199  -2.471  -0.935
C  -5.142  -3.144  -1.647
C  -5.721  -4.285  -1.169
C  -5.324  -4.761  0.086
C  -4.372  -4.072  0.794
C  -3.775  -2.891  0.293
S  -2.578  -2.052  1.194
H  -5.362  -2.701  -2.610
H  -6.462  -4.792  -1.771
H  -5.757  -5.669  0.493
H  -4.029  -4.403  1.765
C  0.265  -3.769  -1.380
C  1.319  -2.706  -1.733
C  2.475  -3.352  -2.498
P  0.483  -1.223  -2.484
C  0.391  -1.426  -4.321
C  1.684  -1.398  -5.140
C  -0.448  -2.668  -4.647
C  1.605  0.208  -2.129
C  3.114  -0.013  -2.168
C  1.168  1.413  -2.972
H  0.698  -4.521  -0.713
H  -0.096  -4.275  -2.279
H  -0.595  -3.336  -0.864
H  1.709  -2.310  -0.791
H  2.117  -3.845  -3.406
H  2.935  -4.121  -1.867
H  3.251  -2.638  -2.772
H  -0.209  -0.558  -4.612
H  2.346  -2.229  -4.894
H  2.238  -0.468  -5.009
H  1.426  -1.482  -6.203
H  0.138  -3.583  -4.516
H  -0.788  -2.623  -5.684
H  -1.340  -2.726  -4.019
H  1.337  0.432  -1.090
H  3.460  -0.341  -3.150
H  3.429  -0.745  -1.421
H  3.622  0.930  -1.932
H  1.517  1.331  -4.005
H  1.574  2.338  -2.546
H  0.076  1.517  -2.997
F  -2.697  -0.513  -4.292
Sb  -3.913  -0.404  -5.736
F  -5.086  0.695  -4.741
F  -2.990  1.144  -6.314
F  -5.057  -0.262  -7.232
F  -2.763  -1.509  -6.751
F  -4.844  -1.931  -5.124
N  4.529  0.802  7.719
C  3.361  0.119  7.303
C  3.465  -1.040  6.542
C  2.324  -1.682  6.090
C  1.070  -1.185  6.425
C  0.958  -0.055  7.223
C  2.101  0.585  7.676
S  -0.348  -1.846  5.589
O  -1.519  -1.308  6.244
O  -0.184  -3.281  5.592
N  -0.243  -1.377  4.057
C  -0.059  -0.102  3.767
S  3.224  -0.213  2.887
C  2.179  -0.714  1.643
C  0.848  -0.507  1.430
N  -0.087  0.169  2.300
H  5.289  0.677  7.068
H  4.365  1.784  7.871
H  4.447  -1.396  6.242
H  2.392  -2.549  5.444
H  -0.032  0.327  7.443
H  2.023  1.488  8.276
H  2.638  -1.323  0.860
H  0.403  -0.953  0.548